[1]
DFT (ωB97M-V/def2-TZVPD) results for C44H50AsF4N6O3PSn as an isolated structure.

Calculated values
LUMO   -5.04 eV
Spin multiplicity   1
HOMO energy   -12.4 eV
Kohn-Sham gap   7.38 eV
Total charge   +2

XYZ file:
```
110
Properties=species:S:1:pos:R:3:forces:R:3
Sn -0.630 -0.974 -1.074 0.244 -0.536 0.457
C 1.110 -3.362 -2.504 -0.021 -0.191 0.055
N -0.300 -2.964 -2.438 0.207 0.299 -0.090
C -1.110 -4.093 -1.973 -0.152 0.011 0.053
C -0.777 -2.453 -3.733 -0.011 -0.082 -0.076
C -2.173 -1.854 -3.631 0.041 -0.032 -0.049
N -2.326 -1.184 -2.341 0.026 0.419 0.013
C -3.577 -0.667 -2.022 -0.120 -0.109 0.088
C -3.915 -0.422 -0.684 0.209 -0.092 0.136
F -2.992 -0.724 0.278 -0.053 0.046 -0.108
C -5.122 0.094 -0.271 -0.003 0.017 -0.023
F -5.314 0.291 1.040 -0.004 -0.013 -0.065
C -6.111 0.395 -1.185 0.040 -0.024 -0.010
C -5.820 0.153 -2.510 -0.060 0.003 -0.083
F -6.726 0.433 -3.448 0.042 -0.013 0.052
C -4.599 -0.356 -2.926 0.069 0.074 -0.096
F -4.409 -0.505 -4.251 -0.077 0.076 0.088
H 1.248 -4.227 -3.161 -0.017 0.011 0.000
H 1.713 -2.542 -2.870 0.091 0.202 -0.049
H 1.459 -3.625 -1.504 -0.022 -0.029 -0.009
H -1.059 -4.922 -2.686 0.008 0.010 0.010
H -0.734 -4.435 -1.011 0.015 -0.016 0.066
H -2.148 -3.787 -1.856 0.004 0.003 0.006
H -0.071 -1.685 -4.056 0.042 0.034 0.030
H -0.775 -3.246 -4.491 0.051 0.009 0.009
H -2.291 -1.176 -4.479 0.000 -0.067 0.023
H -2.939 -2.628 -3.741 0.021 -0.018 0.022
H -7.067 0.797 -0.884 -0.015 0.017 0.015
O 0.367 1.813 3.367 0.100 0.069 0.162
C 0.044 1.440 2.273 0.001 0.030 -0.201
O -0.043 0.114 1.995 -0.093 -0.079 -0.104
C -0.383 2.364 1.177 -0.019 0.098 0.173
C -0.290 3.736 1.490 -0.009 0.044 0.057
C -0.867 4.635 0.645 0.022 0.055 -0.026
C -1.532 4.169 -0.505 -0.080 -0.031 0.007
C -2.200 5.038 -1.405 0.097 -0.025 0.066
C -2.801 4.543 -2.521 -0.018 -0.054 -0.084
C -2.751 3.155 -2.802 -0.020 0.073 0.022
C -2.116 2.299 -1.954 -0.004 0.064 0.122
C -1.508 2.776 -0.765 0.013 -0.062 -0.067
N -0.927 1.881 0.087 -0.234 0.097 -0.161
H 0.197 4.039 2.405 0.011 -0.009 0.011
H -0.825 5.697 0.849 -0.040 0.013 0.024
H -2.224 6.098 -1.187 0.010 0.017 0.011
H -3.313 5.207 -3.203 -0.016 0.005 -0.006
H -3.229 2.777 -3.696 0.013 -0.008 -0.021
H -2.070 1.246 -2.179 0.008 -0.085 -0.028
C -0.543 -5.344 2.328 -0.021 0.003 -0.036
C 0.753 -4.912 2.564 0.028 0.023 -0.023
C 1.005 -3.570 2.817 -0.044 -0.027 -0.058
C -0.055 -2.667 2.802 0.016 -0.073 0.142
C -1.360 -3.096 2.556 0.012 0.054 -0.078
C -1.599 -4.438 2.318 0.005 0.016 -0.095
As 0.165 -0.900 3.453 -0.107 -0.130 -0.091
C 1.882 -0.629 4.187 -0.026 0.140 0.046
C 3.007 -0.818 3.388 0.013 -0.015 0.054
C 4.258 -0.585 3.935 -0.009 0.008 -0.014
C 4.372 -0.166 5.255 0.003 0.003 -0.004
C 3.242 0.034 6.036 -0.022 0.012 -0.007
C 1.981 -0.186 5.502 0.074 -0.074 -0.042
C -1.308 -0.584 4.603 0.090 0.026 0.101
C -2.289 0.358 4.325 -0.038 -0.018 -0.012
C -3.371 0.468 5.186 0.011 0.000 -0.009
C -3.457 -0.345 6.307 0.010 -0.003 -0.004
C -2.474 -1.288 6.574 0.001 0.010 -0.013
C -1.395 -1.420 5.716 0.004 0.028 -0.010
H -0.737 -6.395 2.163 0.001 -0.010 -0.003
H 1.569 -5.622 2.578 0.006 -0.009 0.008
H 2.013 -3.248 3.041 -0.005 0.005 0.040
H -2.185 -2.391 2.562 0.006 -0.024 0.043
H -2.609 -4.782 2.142 -0.012 -0.005 -0.006
H 2.915 -1.137 2.356 -0.017 -0.006 0.005
H 5.145 -0.728 3.333 0.019 -0.001 -0.001
H 5.351 0.013 5.677 0.019 -0.001 0.008
H 3.340 0.374 7.057 0.005 -0.001 0.017
H 1.095 -0.007 6.096 0.014 0.011 -0.007
H -2.238 0.994 3.451 0.017 -0.008 0.000
H -4.146 1.192 4.978 -0.016 0.012 0.003
H -4.300 -0.245 6.977 -0.018 -0.003 0.011
H -2.550 -1.925 7.444 0.001 -0.009 0.016
H -0.635 -2.170 5.913 -0.024 0.010 0.000
C 5.066 0.684 -2.029 0.017 -0.085 -0.033
N 3.700 0.379 -1.622 -0.069 0.054 0.071
C 3.584 -0.140 -0.267 0.042 -0.027 -0.013
P 2.376 0.990 -2.387 0.014 0.115 0.047
O 1.205 0.111 -2.018 -0.355 -0.140 -0.577
N 2.136 2.549 -1.909 0.050 0.031 -0.266
C 3.183 3.379 -1.326 -0.105 0.003 0.135
C 1.107 3.317 -2.611 0.012 0.069 0.118
N 2.617 1.043 -4.016 0.124 -0.111 0.227
C 3.332 2.129 -4.679 -0.106 0.071 -0.047
C 2.608 -0.183 -4.799 0.057 0.108 -0.143
H 5.659 -0.232 -2.042 0.000 -0.006 0.003
H 5.545 1.388 -1.343 0.001 0.019 0.012
H 5.087 1.114 -3.026 -0.017 0.007 -0.024
H 4.204 -1.035 -0.169 -0.003 0.000 0.008
H 2.549 -0.406 -0.060 -0.004 0.005 0.001
H 3.920 0.591 0.478 0.004 0.018 0.001
H 3.895 2.771 -0.778 0.036 -0.030 0.022
H 2.730 4.079 -0.622 -0.007 0.005 -0.004
H 3.720 3.963 -2.080 0.003 -0.006 -0.009
H 0.395 2.652 -3.096 0.000 -0.001 0.025
H 1.547 3.971 -3.369 0.013 0.006 -0.032
H 0.566 3.942 -1.898 0.078 -0.018 -0.077
H 3.367 3.011 -4.050 0.044 0.036 0.024
H 2.821 2.391 -5.606 -0.012 -0.005 0.007
H 4.357 1.840 -4.932 -0.006 -0.024 -0.002
H 2.098 -0.962 -4.257 -0.132 -0.230 0.127
H 3.624 -0.516 -5.027 0.008 -0.021 0.003
H 2.081 -0.014 -5.740 0.013 -0.005 -0.012
```
Forces are in eV/Å.

[2]
DFT (ωB97M-V/def2-TZVPD) results for C44H50N6O3Pt as an isolated structure.

Calculated values
LUMO   -2.01 eV
Spin multiplicity   1
HOMO energy   -7.2 eV
Kohn-Sham gap   5.20 eV

XYZ file:
```
104
Properties=species:S:1:pos:R:3:forces:R:3
Pt 0.250 -0.485 0.784 -0.740 0.072 -0.668
C 1.417 1.956 -2.363 0.034 -0.035 -0.005
C 2.051 2.522 -1.075 -0.010 -0.026 -0.006
C 3.383 3.202 -1.376 -0.001 -0.029 -0.002
C 1.079 3.416 -0.373 -0.011 0.074 -0.089
C 1.141 4.776 -0.459 0.076 -0.104 0.037
C 0.246 5.580 0.255 -0.071 0.011 0.048
C -0.696 5.074 1.133 0.006 0.063 -0.063
C -0.816 3.715 1.299 0.060 -0.044 0.035
C -1.817 3.141 2.260 -0.005 0.000 -0.026
C -3.251 3.394 1.770 0.012 0.014 0.014
C -1.622 3.734 3.660 -0.005 -0.016 0.047
C -0.071 2.766 0.376 -0.128 0.004 -0.049
N 0.333 1.563 1.081 0.578 0.134 0.184
C 1.019 1.903 2.184 -0.141 0.001 0.067
O 1.255 3.074 2.526 0.003 -0.020 -0.037
C 1.409 0.739 3.053 0.021 -0.045 0.039
C 2.064 0.787 4.269 0.014 -0.018 -0.039
C 2.303 -0.418 4.928 -0.012 -0.022 -0.010
C 1.896 -1.627 4.373 0.019 0.035 -0.003
C 1.247 -1.605 3.151 0.024 0.042 0.029
N 1.024 -0.436 2.558 -0.007 -0.035 0.111
C 0.717 -2.807 2.384 -0.065 -0.028 0.053
O 0.789 -3.922 2.895 -0.015 0.083 -0.042
N 0.181 -2.458 1.199 0.303 -0.244 0.248
C -0.489 -3.452 0.431 -0.006 0.057 0.030
C -1.771 -3.868 0.800 -0.024 -0.005 -0.005
C -2.425 -4.793 -0.010 0.011 0.015 0.009
C -1.830 -5.277 -1.161 0.011 0.004 0.000
C -0.561 -4.844 -1.516 -0.011 0.002 0.003
C 0.128 -3.934 -0.727 0.038 -0.016 -0.061
C 1.532 -3.478 -1.059 -0.017 -0.007 -0.022
C 2.558 -4.325 -0.302 0.008 -0.005 -0.008
C 1.835 -3.462 -2.554 0.002 -0.068 0.004
C -2.470 -3.329 2.033 0.016 0.006 -0.015
C -3.777 -2.625 1.665 0.000 -0.004 -0.005
C -2.696 -4.435 3.064 -0.001 -0.005 -0.003
H 2.202 1.453 -2.932 0.019 -0.007 -0.001
H 1.020 2.764 -2.982 -0.022 0.009 0.001
H 0.634 1.230 -2.135 0.044 -0.002 -0.021
H 2.227 1.671 -0.413 0.006 0.021 0.006
H 3.294 3.930 -2.186 -0.006 0.018 0.002
H 4.101 2.447 -1.697 -0.010 0.008 0.000
H 3.792 3.703 -0.497 0.010 0.003 0.005
H 1.912 5.247 -1.050 0.013 0.004 -0.007
H 0.323 6.656 0.144 0.004 0.004 0.001
H -1.305 5.749 1.718 -0.009 -0.007 0.002
H -1.657 2.064 2.301 -0.011 -0.014 -0.004
H -3.462 4.464 1.711 0.001 -0.001 -0.008
H -3.950 2.949 2.479 0.000 0.007 0.004
H -3.420 2.946 0.793 -0.002 -0.010 -0.014
H -1.901 4.789 3.688 -0.002 0.005 -0.009
H -0.589 3.638 3.990 -0.019 0.007 -0.008
H -2.268 3.206 4.362 -0.010 -0.002 -0.007
H 2.376 1.740 4.672 -0.004 0.006 0.002
H 2.812 -0.410 5.883 0.002 -0.003 -0.001
H 2.066 -2.580 4.854 0.000 0.000 0.006
H -3.418 -5.131 0.262 -0.002 -0.001 0.003
H -2.355 -5.989 -1.785 0.000 -0.004 -0.002
H -0.108 -5.224 -2.422 0.015 -0.013 -0.020
H 1.613 -2.455 -0.691 -0.004 -0.030 -0.007
H 2.549 -5.355 -0.668 -0.003 -0.006 -0.002
H 2.338 -4.351 0.766 0.002 0.004 -0.004
H 3.565 -3.922 -0.441 0.007 0.003 0.000
H 1.818 -4.464 -2.988 -0.008 -0.026 -0.006
H 2.840 -3.065 -2.724 -0.010 -0.041 -0.008
H 1.117 -2.841 -3.093 -0.019 0.011 -0.005
H -1.819 -2.579 2.482 0.036 0.007 0.013
H -4.490 -3.319 1.216 0.001 -0.003 0.001
H -3.596 -1.820 0.949 -0.003 0.005 0.000
H -4.245 -2.198 2.555 0.002 0.002 0.000
H -3.389 -5.189 2.681 0.005 -0.003 -0.006
H -3.125 -4.023 3.981 -0.008 0.001 0.000
H -1.754 -4.925 3.309 0.005 0.005 0.006
N 4.553 -0.435 -3.539 -0.023 0.021 0.001
C 4.517 -0.361 -2.179 0.020 0.009 -0.022
C 3.344 -0.687 -1.468 -0.136 0.060 -0.004
N 3.306 -0.642 -0.158 0.119 0.016 0.196
C 4.417 -0.264 0.489 0.036 0.008 -0.103
C 5.555 0.073 -0.213 -0.013 -0.001 -0.028
N 5.616 0.029 -1.546 0.026 -0.002 0.024
H 3.734 -0.674 -4.064 0.002 -0.013 -0.001
H 5.381 -0.135 -4.019 0.006 -0.007 0.005
H 2.427 -0.968 -1.980 0.049 0.073 0.017
H 4.380 -0.231 1.571 0.011 -0.006 0.012
H 6.455 0.391 0.301 0.005 0.005 0.005
C -1.096 2.508 -0.664 0.045 -0.065 0.050
C -1.920 2.399 -1.529 -0.125 0.090 0.086
C -2.905 2.247 -2.560 0.063 -0.009 -0.033
C -2.541 1.680 -3.782 0.019 0.007 -0.003
C -3.485 1.525 -4.781 -0.012 0.002 -0.003
C -4.796 1.932 -4.571 0.012 0.006 0.005
C -5.162 2.497 -3.357 0.005 -0.002 0.000
C -4.222 2.656 -2.353 -0.012 -0.006 -0.009
H -1.519 1.353 -3.926 -0.006 0.007 -0.007
H -3.201 1.079 -5.724 0.001 0.000 -0.005
H -5.534 1.806 -5.353 -0.003 -0.002 0.000
H -6.184 2.811 -3.191 -0.004 0.003 0.002
H -4.502 3.094 -1.403 -0.002 0.005 0.000
C -1.620 -0.860 -1.446 -0.017 -0.108 -0.028
O -0.288 -0.558 -1.152 -0.081 0.141 0.089
H -2.339 -0.263 -0.864 0.002 0.034 -0.008
H -1.867 -1.918 -1.280 0.003 -0.021 0.038
H -1.817 -0.650 -2.507 0.022 -0.043 0.007
```
Forces are in eV/Å.

What is the Kohn-Sham gap in the first record?
7.38 eV

The lowest Kohn-Sham gap belongs to which entry?
C44H50N6O3Pt

spin multiplicity of number 1 (C44H50AsF4N6O3PSn)?
1

Which formula does entry 2 have?
C44H50N6O3Pt